{"formula": "C44H96F4N6O8S4Sr", "method": "ωB97M-V/def2-TZVPD", "homo_ha": -0.497, "fmax_ev_per_a": 11.6, "total_energy_ha": -4685.7699, "total_charge": 4, "e_above_lowest_kcal_mol": 304.4, "gap_ev": 2.44, "symbols": ["Sr", "C", "C", "C", "C", "N", "C", "C", "C", "C", "C", "C", "C", "H", "H", "H", "H", "H", "H", "H", "H", "H", "H", "H", "H", "H", "H", "H", "H", "H", "H", "H", "H", "H", "H", "H", "H", "C", "C", "C", "C", "N", "C", "C", "C", "C", "C", "C", "C", "H", "H", "H", "H", "H", "H", "H", "H", "H", "H", "H", "H", "H", "H", "H", "H", "H", "H", "H", "H", "H", "H", "H", "H", "C", "C", "C", "C", "N", "C", "C", "C", "C", "C", "C", "C", "H", "H", "H", "H", "H", "H", "H", "H", "H", "H", "H", "H", "H", "H", "H", "H", "H", "H", "H", "H", "H", "H", "H", "H", "C", "C", "C", "C", "N", "C", "C", "C", "C", "C", "C", "C", "H", "H", "H", "H", "H", "H", "H", "H", "H", "H", "H", "H", "H", "H", "H", "H", "H", "H", "H", "H", "H", "H", "H", "H", "N", "S", "O", "O", "F", "S", "O", "O", "F", "N", "S", "O", "O", "F", "S", "O", "O", "F"], "xyz": [[7.050, 5.468, -3.444], [-4.781, 3.342, -8.520], [-5.178, 4.831, -8.611], [-6.117, 5.218, -7.483], [-5.353, 5.429, -6.109], [-6.177, 5.895, -4.818], [-7.303, 6.935, -5.096], [-8.348, 6.734, -3.940], [-8.369, 5.223, -3.801], [-6.975, 4.695, -4.386], [-5.273, 6.292, -3.574], [-4.476, 7.604, -3.755], [-3.740, 7.967, -2.495], [-4.464, 3.042, -7.521], [-4.041, 2.990, -9.238], [-5.651, 2.761, -8.827], [-5.745, 4.931, -9.537], [-4.224, 5.357, -8.642], [-6.777, 4.358, -7.375], [-6.693, 6.091, -7.793], [-4.632, 6.242, -6.019], [-4.759, 4.610, -5.702], [-6.814, 7.893, -5.276], [-7.767, 6.586, -6.019], [-8.209, 7.217, -2.973], [-9.375, 7.011, -4.176], [-8.589, 4.801, -2.820], [-9.121, 4.652, -4.346], [-6.429, 4.108, -3.647], [-7.196, 4.019, -5.212], [-4.700, 5.411, -3.285], [-6.033, 6.470, -2.812], [-5.173, 8.420, -3.941], [-3.838, 7.499, -4.633], [-2.835, 8.540, -2.699], [-3.330, 7.009, -2.174], [-4.365, 8.354, -1.690], [0.361, 4.901, 8.480], [1.222, 4.271, 7.357], [2.688, 4.112, 7.770], [3.445, 3.129, 6.818], [4.978, 3.157, 7.082], [5.738, 2.245, 6.141], [5.467, 0.834, 6.605], [5.282, 1.003, 8.154], [5.327, 2.489, 8.524], [5.616, 4.640, 7.219], [5.562, 5.383, 5.989], [6.178, 6.796, 6.187], [0.714, 5.915, 8.670], [0.517, 4.192, 9.292], [-0.707, 5.041, 8.317], [1.194, 4.753, 6.379], [0.941, 3.274, 7.017], [2.667, 3.671, 8.767], [3.181, 5.082, 7.842], [3.205, 3.280, 5.766], [3.078, 2.115, 6.979], [6.809, 2.428, 6.234], [5.255, 2.358, 5.170], [6.268, 0.114, 6.436], [4.573, 0.394, 6.162], [6.097, 0.460, 8.634], [4.365, 0.503, 8.468], [6.358, 2.690, 8.815], [4.656, 2.661, 9.365], [6.664, 4.342, 7.224], [5.585, 5.051, 8.228], [4.513, 5.543, 5.739], [5.819, 4.781, 5.118], [7.025, 6.916, 6.862], [5.415, 7.348, 6.736], [6.173, 7.287, 5.214], [-6.273, -3.390, -2.605], [-6.366, -3.402, -1.115], [-7.698, -3.844, -0.585], [-8.924, -2.886, -0.819], [-10.068, -3.438, 0.035], [-9.846, -3.164, 1.570], [-11.246, -3.010, 2.168], [-12.219, -2.775, 1.033], [-11.336, -2.564, -0.131], [-10.397, -4.931, -0.145], [-10.703, -5.445, -1.510], [-10.830, -7.050, -1.653], [-6.303, -4.368, -3.086], [-5.322, -2.917, -2.848], [-7.092, -2.743, -2.921], [-6.038, -2.446, -0.708], [-5.631, -4.097, -0.710], [-7.665, -4.038, 0.487], [-7.749, -4.864, -0.967], [-9.214, -2.932, -1.869], [-8.822, -1.867, -0.446], [-9.262, -3.936, 2.071], [-9.217, -2.274, 1.547], [-11.517, -3.734, 2.937], [-11.175, -2.108, 2.777], [-12.846, -3.650, 0.860], [-12.915, -1.958, 1.220], [-11.770, -2.913, -1.068], [-11.054, -1.528, -0.319], [-11.372, -5.167, 0.280], [-9.615, -5.477, 0.383], [-9.887, -5.178, -2.181], [-11.564, -5.087, -2.075], [-10.479, -7.436, -2.610], [-11.654, -7.510, -1.107], [-10.188, -7.483, -0.886], [8.789, -5.820, -4.339], [8.395, -7.262, -3.936], [8.287, -7.617, -2.514], [7.136, -6.789, -1.757], [6.732, -7.293, -0.337], [5.885, -8.635, -0.235], [4.381, -8.220, -0.425], [4.364, -6.685, -0.212], [5.733, -6.338, 0.278], [7.979, -7.365, 0.639], [8.924, -6.087, 0.644], [10.166, -6.336, 1.604], [9.425, -5.543, -3.498], [7.975, -5.120, -4.531], [9.474, -5.768, -5.184], [9.125, -8.004, -4.259], [7.533, -7.652, -4.479], [9.255, -7.435, -2.046], [8.276, -8.682, -2.280], [6.196, -6.710, -2.303], [7.507, -5.780, -1.574], [6.064, -8.892, 0.809], [6.208, -9.335, -1.005], [3.816, -8.625, 0.414], [3.842, -8.552, -1.313], [3.532, -6.325, 0.393], [4.155, -6.171, -1.150], [5.755, -6.411, 1.365], [6.034, -5.304, 0.114], [8.479, -8.308, 0.419], [7.635, -7.493, 1.665], [8.508, -5.188, 1.099], [9.338, -5.755, -0.308], [10.952, -5.585, 1.533], [10.665, -7.242, 1.258], [9.797, -6.619, 2.589], [3.389, 2.565, -1.584], [3.073, 1.145, -1.139], [2.823, 0.094, -2.149], [2.589, 0.899, 0.230], [4.610, 0.729, -1.026], [1.777, 2.937, -1.337], [1.552, 3.488, -0.064], [0.694, 2.248, -2.120], [1.853, 4.370, -2.200], [11.435, 3.534, -1.667], [12.285, 3.854, -0.205], [13.771, 3.833, -0.240], [11.557, 3.509, 1.025], [12.101, 5.448, -0.214], [12.018, 2.121, -1.553], [11.476, 1.275, -0.491], [13.352, 1.768, -1.945], [11.157, 1.579, -2.835]]}